# 1
Entry from OMol25: an isolated molecule of C5H5NO2 in a non-equilibrium geometry (ωB97M-V with the def2-TZVPD basis set).

Positions of all 13 atoms, in Å:
H: 0.49439 1.67378 1.70612
C: 0.73592 0.97942 0.93395
H: -0.14311 -0.17688 -1.86986
H: -1.03523 1.31662 -1.47181
C: -0.38261 0.53589 -1.07611
N: 0.81372 1.12828 -0.51852
O: -0.01019 -2.23554 -0.27453
C: 1.76600 0.37851 0.16205
H: -1.28210 -1.96260 1.28154
H: -1.92942 0.27754 0.56455
O: 2.79505 -0.18682 0.04396
C: -0.76963 -1.55360 0.38562
C: -1.05276 -0.17460 0.13302

Values from the calculation:
Relative energy (zero: lowest compared OMol25 entry of this formula, charge and spin) ... 544.2 kJ/mol
Highest occupied orbital energy (alpha / beta) ... -0.3429 / -0.3447 Ha
LUMO (alpha / beta) ... -1.61 / -1.38 eV
Total energy ... -398.5712 Ha
Orbital gap (alpha / beta) ... 7.7208 / 8.0037 eV
Charge ... 0

Mulliken atomic charge list, values in e, 6 entries:
1 H 0.2836
2 C -0.5624
3 H 0.3177
4 H 0.2989
5 C -0.4074
6 N -0.2624

=====

# 2
Entry from OMol25: an isolated molecule of C5H5NO2 in a non-equilibrium geometry (ωB97M-V with the def2-TZVPD basis set).

Positions of all 13 atoms, in Å:
C: -0.15282 -0.78156 -0.05941
C: -1.21447 1.21088 0.07300
N: 0.05657 1.53573 0.01457
H: -0.03435 -1.83171 -0.03486
O: -2.61717 -1.00037 0.03472
C: -1.42154 -0.28579 -0.03233
H: 2.58832 1.23717 -0.12490
O: 2.90939 -0.75213 0.03703
H: -1.99315 2.01346 0.04773
C: 2.06993 0.30899 -0.05688
H: 2.46955 -1.60971 0.28056
H: -3.36364 -0.35976 -0.16534
C: 0.70338 0.31481 -0.01391

Values from the calculation:
Relative energy (zero: lowest compared OMol25 entry of this formula, charge and spin) ... 197.2 kJ/mol
SMILES string ... O/C=C1\C=C(O)C=N1
Highest occupied orbital energy ... -0.3092 Ha
LUMO ... 0.06 eV
Total energy ... -398.7034 Ha
Orbital gap ... 8.4746 eV
Charge ... 0

Mulliken atomic charge list, values in e, 6 entries:
1 C -0.8185
2 C -0.3260
3 N -0.5854
4 H 0.3064
5 O -0.5311
6 C 0.5242

=====

# 3
Entry from OMol25: a structure of composition C5H5NO2 in a non-equilibrium geometry (ωB97M-V with the def2-TZVPD basis set).

Positions of all 13 atoms, in Å:
H: -2.81188 -0.67229 -0.94692
C: 2.35905 0.15218 0.08568
H: 3.11686 -0.45841 0.90442
C: 1.09870 0.99545 0.14201
C: 0.48410 -0.31864 -0.11442
N: 0.30155 2.08150 -0.06382
C: -2.24871 -0.73782 0.04539
H: -2.93035 0.00885 0.86339
O: 1.74717 -1.00097 -0.24502
C: -0.91841 -0.03915 -0.23508
H: -2.33728 -1.86762 0.55072
H: 3.08292 0.37575 -0.82355
O: -0.94371 1.48119 -0.16277

Values from the calculation:
Relative energy (zero: lowest compared OMol25 entry of this formula, charge and spin) ... 791.2 kJ/mol
Highest occupied orbital energy ... -0.3342 Ha
LUMO ... 0.36 eV
Total energy ... -398.4771 Ha
Orbital gap ... 9.4546 eV
Charge ... 0

Mulliken atomic charge list, values in e, 6 entries:
1 H 0.2804
2 C -0.2022
3 H 0.1794
4 C 0.3287
5 C 0.4890
6 N -0.3987